The following is a quantum chemistry calculation of 4 unconnected molecules or ions with the total composition C23H55N4O2, from the OMol25 dataset.

Output
Total charge: -1
LUMO level: 2.576 eV
E_HOMO: -1.995 eV
Strongest force on any atom: 0.40 eV/Å
E: -34793.695 eV

Cartesian coordinates (Å):
C -3.062 -1.804 -0.504
C -3.376 -0.336 -0.257
N -4.574 0.096 -0.146
C -2.172 0.542 -0.124
C -1.382 0.780 -1.444
C -2.018 0.325 -2.680
O -3.256 1.123 -3.081
O -4.403 0.251 -3.302
H -3.346 -2.389 0.377
H -3.624 -2.174 -1.363
H -1.998 -1.948 -0.693
H -5.228 -0.681 -0.279
H -2.497 1.487 0.327
H -1.512 0.046 0.610
H -1.204 1.860 -1.544
H -2.377 -0.707 -2.673
H -1.357 0.444 -3.544
H -4.833 0.374 -2.443
C -1.996 7.935 0.556
C -1.841 7.177 -0.754
N -1.223 5.877 -0.582
C -0.773 5.280 -1.832
C -1.832 4.944 -2.884
C -1.904 4.977 0.344
C -3.375 4.653 0.072
H -1.045 7.973 1.089
H -2.329 8.956 0.361
H -2.734 7.467 1.209
H -1.189 7.748 -1.424
H -2.823 7.131 -1.253
H -0.226 4.367 -1.582
H -0.044 5.972 -2.269
H -2.430 4.081 -2.593
H -1.341 4.682 -3.823
H -2.500 5.786 -3.083
H -1.817 5.406 1.347
H -1.332 4.046 0.363
H -3.961 5.553 -0.128
H -3.809 4.162 0.946
H -3.495 3.971 -0.768
C 1.523 2.676 2.089
C 1.381 1.184 2.359
N 1.883 0.372 1.271
C 1.433 -1.002 1.297
C 1.904 -1.887 2.458
C 3.256 0.603 0.875
C 4.342 0.439 1.948
H 1.087 2.918 1.119
H 0.999 3.245 2.859
H 2.565 3.000 2.093
H 0.317 0.952 2.459
H 1.848 0.942 3.331
H 1.722 -1.466 0.349
H 0.339 -0.984 1.288
H 2.961 -2.148 2.375
H 1.338 -2.822 2.454
H 1.751 -1.412 3.429
H 3.329 1.615 0.468
H 3.463 -0.069 0.038
H 4.085 0.986 2.858
H 5.290 0.839 1.580
H 4.503 -0.604 2.222
C -0.241 -5.184 0.407
C 1.156 -5.014 -0.169
N 2.178 -5.697 0.608
C 3.530 -5.263 0.305
C 4.073 -5.531 -1.103
C 1.980 -7.124 0.792
C 1.827 -7.991 -0.464
H -0.251 -4.917 1.465
H -0.938 -4.531 -0.119
H -0.608 -6.208 0.308
H 1.407 -3.950 -0.161
H 1.142 -5.314 -1.229
H 4.196 -5.721 1.042
H 3.563 -4.184 0.487
H 4.278 -6.588 -1.271
H 5.008 -4.985 -1.246
H 3.375 -5.193 -1.870
H 1.091 -7.264 1.411
H 2.822 -7.489 1.387
H 1.091 -7.567 -1.150
H 1.478 -8.987 -0.184
H 2.763 -8.106 -1.009

The following is a quantum chemistry calculation of a molecular structure, C23H55N7O9Zr in a non-equilibrium geometry, from the OMol25 dataset.

Output
Total charge: +2
LUMO level: -3.855 eV
E_HOMO: -12.981 eV
Strongest force on any atom: 4.85 eV/Å
E: -54873.049 eV

Cartesian coordinates (Å):
Zr -0.688 -21.996 -13.857
C 1.508 -19.759 -15.731
O 0.524 -20.423 -14.895
H 2.248 -19.299 -15.076
H 2.030 -20.584 -16.215
H 1.084 -19.156 -16.534
C -1.563 -23.781 -10.902
O -1.196 -23.280 -12.195
H -2.567 -24.206 -10.899
H -0.811 -24.472 -10.521
H -1.633 -22.877 -10.297
C 2.289 -28.003 -12.977
C 1.473 -27.188 -12.007
O 1.286 -26.045 -12.353
N 1.174 -27.680 -10.853
C 0.571 -26.840 -9.827
H 2.644 -28.865 -12.411
H 3.115 -27.487 -13.467
H 1.537 -28.433 -13.638
H 0.958 -28.658 -10.977
H 0.816 -25.780 -9.885
H 0.868 -27.138 -8.822
H -0.517 -26.903 -9.833
C 1.840 -19.126 -11.840
C 0.570 -19.873 -11.311
O -0.014 -20.655 -12.084
N 0.091 -19.580 -10.101
C -0.957 -20.231 -9.416
H 1.566 -18.344 -12.548
H 2.487 -19.886 -12.278
H 2.538 -18.835 -11.055
H 0.307 -18.658 -9.752
H -0.512 -21.115 -8.960
H -1.584 -20.560 -10.245
H -1.542 -19.514 -8.840
C -0.296 -22.089 -17.970
C -1.622 -21.963 -17.312
O -1.584 -22.062 -16.081
N -2.613 -21.855 -18.153
C -4.068 -21.744 -17.791
H -0.365 -22.534 -18.962
H 0.475 -22.722 -17.533
H 0.207 -21.151 -18.204
H -2.381 -21.876 -19.136
H -4.640 -22.174 -18.614
H -4.339 -20.688 -17.797
H -4.323 -22.295 -16.887
C -0.007 -25.758 -16.580
C -0.457 -25.285 -15.175
O -0.256 -24.135 -14.808
N -0.935 -26.217 -14.259
C -1.200 -27.632 -14.514
H 1.034 -26.079 -16.549
H -0.096 -24.908 -17.256
H -0.561 -26.636 -16.912
H -1.124 -25.943 -13.305
H -0.942 -28.164 -15.430
H -2.195 -28.015 -14.288
H -0.625 -28.125 -13.731
C -3.458 -19.246 -15.516
C -2.926 -19.386 -14.089
O -2.188 -20.346 -13.724
N -3.379 -18.372 -13.287
C -2.968 -18.079 -11.906
H -2.965 -19.677 -16.388
H -3.737 -18.264 -15.899
H -4.442 -19.698 -15.636
H -4.128 -17.744 -13.542
H -3.411 -17.128 -11.609
H -1.884 -17.971 -11.892
H -3.261 -18.838 -11.180
C -5.073 -22.881 -13.098
C -4.016 -23.306 -14.153
O -2.897 -22.837 -14.188
N -4.385 -24.206 -15.066
C -5.717 -24.651 -15.364
H -5.478 -21.911 -13.386
H -4.404 -22.521 -12.317
H -5.687 -23.653 -12.634
H -3.677 -24.589 -15.676
H -6.416 -23.982 -14.862
H -5.909 -25.712 -15.207
H -5.893 -24.438 -16.419
C 3.296 -23.922 -14.167
C 2.495 -22.989 -13.197
O 1.305 -22.778 -13.373
N 3.006 -22.424 -12.048
C 4.352 -22.663 -11.724
H 2.635 -24.212 -14.983
H 3.736 -24.844 -13.786
H 4.084 -23.382 -14.693
H 2.549 -21.744 -11.457
H 4.542 -23.697 -11.434
H 4.657 -22.076 -10.857
H 4.886 -22.275 -12.591